[1]
The following is a quantum chemistry calculation of an isolated molecule of C18H30N4O2S, from the Open Molecules 2025 dataset.

Kohn-Sham gap   9.61 eV
Energy relative to the best compared isomer or geometry (same formula, charge and spin)   11.4 kcal/mol
SMILES   CC(C)Cc1nnc(NC(=O)CCC(=O)NC2CCCCCCC2)s1
Molar mass   366.53 g/mol
E   -1471.60864 Ha
Lowest unoccupied orbital energy   0.60 eV

ORCA input file:
```
! wB97M-V def2-TZVPD RIJCOSX def2/J DEFGRID3
* xyz 0 1
C -6.267 0.917 -5.608
H -6.522 0.319 -6.479
H -7.187 1.181 -5.091
H -5.788 1.832 -5.949
C -5.343 0.134 -4.680
C -6.003 -1.169 -4.238
H -5.346 -1.733 -3.580
H -6.239 -1.787 -5.100
H -6.925 -0.961 -3.699
H -4.419 -0.103 -5.220
C -4.978 0.993 -3.458
C -3.987 0.327 -2.585
N -4.180 0.003 -1.363
N -3.153 -0.594 -0.770
C -2.127 -0.741 -1.536
N -0.944 -1.333 -1.217
C -0.452 -1.736 0.004
O 0.631 -2.273 0.046
C -1.284 -1.447 1.227
C -1.260 0.065 1.530
H -1.402 0.234 2.598
C 0.066 0.651 1.057
O 0.172 1.241 -0.001
N 1.095 0.429 1.892
H 0.949 -0.144 2.708
C 2.478 0.728 1.559
H 2.440 1.221 0.581
C 3.261 -0.582 1.411
C 3.663 -1.230 2.742
C 5.177 -1.329 2.938
H 5.567 -2.121 2.293
C 5.976 -0.057 2.643
H 6.035 0.109 1.566
H 6.998 -0.242 2.983
C 5.465 1.224 3.313
H 5.007 0.981 4.273
C 4.501 2.078 2.478
C 3.015 1.727 2.595
H 2.809 1.362 3.603
H 2.428 2.640 2.469
H 4.801 2.053 1.429
H 4.614 3.111 2.816
H 6.336 1.848 3.528
H 5.366 -1.631 3.972
H 3.236 -0.671 3.574
H 3.253 -2.240 2.799
H 4.147 -0.392 0.810
H 2.632 -1.266 0.837
H -2.063 0.558 0.985
H -0.844 -2.011 2.051
H -2.312 -1.768 1.066
H -0.278 -1.428 -1.976
S -2.379 -0.115 -3.165
H -5.869 1.192 -2.861
H -4.566 1.946 -3.800
*
```

[2]
The following is a quantum chemistry calculation of an isolated molecule of C18H30N4O4, from the Open Molecules 2025 dataset.

Kohn-Sham gap   8.14 eV
Energy relative to the best compared isomer or geometry (same formula, charge and spin)   4.7 kcal/mol
SMILES   CCOC(=O)N1CCN(c2c(NCCCN(CC)CC)c(=O)c2=O)CC1
Molar mass   366.46 g/mol
E   -1223.85337 Ha
Lowest unoccupied orbital energy   0.60 eV

ORCA input file:
```
! wB97M-V def2-TZVPD RIJCOSX def2/J DEFGRID3
* xyz 0 1
C -4.022 -2.458 -0.362
C -4.789 -1.251 -0.880
H -5.826 -1.270 -0.537
H -4.757 -1.219 -1.974
O -4.269 -0.023 -0.367
C -3.198 0.481 -0.997
O -2.655 -0.026 -1.951
N -2.828 1.692 -0.483
C -1.561 2.249 -0.907
H -1.245 1.685 -1.786
C -0.542 2.128 0.257
N -1.044 1.195 1.240
C -0.968 -0.141 1.006
C -0.290 -0.977 0.109
N 0.411 -0.826 -1.011
H 0.621 0.096 -1.361
C 1.053 -1.928 -1.681
H 0.644 -2.022 -2.694
C 2.569 -1.727 -1.753
C 3.166 -1.414 -0.376
N 2.948 -0.021 -0.017
C 3.900 0.897 -0.628
C 3.222 2.193 -1.069
H 3.951 2.849 -1.539
H 2.791 2.716 -0.220
H 2.433 1.986 -1.788
H 4.335 0.416 -1.507
H 4.728 1.140 0.052
C 2.758 0.197 1.407
C 3.906 -0.248 2.321
H 4.066 -1.321 2.246
H 3.659 -0.009 3.351
H 4.833 0.259 2.064
H 1.848 -0.335 1.701
H 2.579 1.265 1.555
H 2.671 -2.044 0.365
H 4.237 -1.672 -0.376
H 3.019 -2.637 -2.150
H 2.795 -0.910 -2.441
H 0.818 -2.839 -1.127
C -0.737 -2.185 0.831
O -0.511 -3.371 0.722
C -1.519 -1.276 1.750
O -2.310 -1.396 2.663
C -2.244 1.675 1.897
H -1.974 2.504 2.558
H -2.655 0.863 2.497
C -3.260 2.147 0.819
H -4.254 1.755 1.021
H -3.307 3.239 0.785
H -0.422 3.092 0.759
H 0.436 1.796 -0.089
H -1.707 3.297 -1.188
H -4.529 -3.368 -0.669
H -3.014 -2.465 -0.769
H -3.963 -2.433 0.723
*
```